{
  "formula": "C13H25NO6P",
  "method": "ωB97M-V/def2-TZVPD",
  "species": ["P", "C", "C", "C", "C", "C", "N", "H", "H", "H", "H", "H", "H", "H", "H", "H", "C", "C", "O", "C", "O", "O", "C", "H", "H", "H", "H", "H", "H", "H", "H", "C", "C", "O", "C", "O", "O", "C", "H", "H", "H", "H", "H", "H", "H", "H"],
  "coordinates": [[2.383060, 1.308345, -1.897904], [3.013123, 2.655216, -3.152837], [3.393720, 3.867709, -2.617550], [3.825525, 4.853349, -3.473730], [3.831479, 4.521591, -4.807992], [3.426198, 3.304851, -5.267924], [3.025400, 2.334720, -4.436951], [3.325405, 1.784224, -0.865281], [3.384725, 0.336310, -2.365360], [1.476987, 0.847641, -2.957555], [1.404539, 2.332979, -1.413444], [1.762821, 0.340143, -0.976370], [3.338284, 4.059492, -1.552626], [4.130625, 5.832119, -3.123344], [4.173832, 5.259826, -5.531877], [3.428521, 3.087833, -6.332974], [1.531689, -1.086047, 4.812043], [1.736265, 0.402116, 4.615558], [1.404876, 0.807860, 3.286339], [0.102974, 0.921065, 3.026891], [-0.794286, 0.727331, 3.815053], [-0.038072, 1.261410, 1.755293], [-1.389044, 1.330900, 1.305967], [2.080449, -1.647657, 4.054679], [1.876038, -1.392730, 5.800694], [0.479498, -1.353178, 4.716205], [2.788063, 0.650596, 4.749653], [1.167851, 0.984412, 5.342174], [-1.986700, 1.977390, 1.947397], [-1.821494, 0.336530, 1.263729], [-1.376913, 1.748736, 0.303190], [-5.332765, -4.029145, -1.572593], [-3.973562, -4.666324, -1.371385], [-3.019094, -3.726178, -0.869365], [-3.116231, -3.447569, 0.430625], [-3.911654, -3.925664, 1.200226], [-2.189712, -2.542178, 0.728335], [-2.228252, -2.079582, 2.079915], [-5.247617, -3.144115, -2.204756], [-6.020214, -4.734689, -2.040644], [-5.760849, -3.710177, -0.622812], [-3.580649, -5.007862, -2.327785], [-4.030912, -5.534165, -0.713392], [-2.200151, -2.911117, 2.781602], [-3.121041, -1.476598, 2.241106], [-1.352734, -1.459717, 2.239779]],
  "atomic_forces_ev_per_a": [[-0.515, -0.131, -0.270], [-0.315, -1.735, 1.417], [0.204, 0.983, -0.059], [-0.133, -0.266, 0.523], [0.695, 1.685, -1.381], [-0.210, -0.814, 0.188], [0.102, 0.412, -0.534], [0.100, 0.160, 0.082], [0.123, -0.093, -0.104], [-0.160, 0.073, -0.043], [-0.168, 0.155, 0.010], [0.299, -0.068, 0.126], [-0.093, -0.314, 0.102], [0.061, 0.044, -0.058], [-0.069, -0.051, -0.005], [0.018, -0.045, 0.017], [-0.161, -0.128, -0.160], [0.115, -0.157, 0.358], [0.058, 0.130, 0.059], [0.019, -0.087, -0.201], [0.001, -0.004, 0.068], [0.021, 0.039, 0.114], [-0.258, 0.270, -0.323], [0.102, 0.042, 0.055], [0.031, 0.027, -0.006], [-0.016, 0.075, 0.076], [0.000, 0.079, -0.221], [-0.134, -0.029, -0.097], [0.039, -0.094, 0.121], [-0.066, 0.024, 0.046], [0.304, -0.036, 0.002], [-0.053, 0.222, 0.150], [-0.307, -0.247, -0.196], [0.096, -0.065, -0.026], [0.016, 0.136, -0.054], [-0.010, -0.061, 0.016], [0.026, -0.040, 0.015], [0.079, 0.032, 0.283], [0.024, -0.082, -0.097], [0.037, -0.013, -0.026], [0.017, -0.099, 0.030], [0.187, 0.144, 0.037], [0.003, 0.113, 0.133], [-0.133, -0.040, -0.054], [-0.039, -0.094, 0.074], [0.060, -0.056, -0.187]],
  "total_charge": -1,
  "orbital_gap_ev": 5.50,
  "e_homo_ev": -2.9,
  "largest_force_ev_per_a": 2.3
}


{
  "formula": "C13H26AlI2NOP2",
  "method": "ωB97M-V/def2-TZVPD",
  "species": ["I", "I", "Al", "P", "C", "C", "H", "H", "H", "H", "H", "H", "C", "H", "H", "H", "P", "C", "C", "H", "H", "H", "C", "H", "H", "H", "H", "H", "H", "C", "O", "C", "C", "C", "C", "C", "C", "N", "H", "H", "H", "H", "H", "H", "H", "H"],
  "coordinates": [[-1.069770, -1.388867, -4.643628], [-0.738788, -3.395141, -2.903752], [0.180443, 0.246320, 0.642887], [2.238345, -0.384754, -0.344299], [2.982179, -1.808779, 0.524186], [2.625337, -0.783703, -2.075263], [3.718094, -0.906246, -2.200074], [4.379589, 0.780437, -0.303617], [2.289637, 0.022591, -2.745038], [3.025083, 1.883550, -0.647280], [2.481768, -2.733585, 0.206790], [2.127351, -1.711210, -2.396711], [3.347309, 1.037062, -0.024792], [4.052044, -1.885880, 0.272331], [3.319865, 1.366979, 1.017788], [2.882116, -1.733350, 1.612835], [-2.172509, 0.614754, 0.114434], [-3.322248, -0.357613, 1.153951], [-2.487717, 2.353895, 0.592811], [-2.521014, 1.124636, -2.251283], [-4.068722, 0.878054, -1.388652], [-3.060414, -0.520781, -1.864412], [-3.029052, 0.513753, -1.490260], [-1.967966, 3.021437, -0.107713], [-3.563948, 2.569567, 0.546481], [-4.340594, 0.054669, 1.070205], [-3.040436, -0.367557, 2.209833], [-2.123155, 2.579075, 1.602519], [-3.331784, -1.398282, 0.802821], [-0.238392, -1.649644, 1.240679], [-0.363982, -2.497466, 2.022322], [-1.576642, 0.948028, 3.593662], [-0.316448, 1.591926, 3.146261], [0.355782, 2.581773, 3.893001], [1.694534, 2.231782, 3.929163], [1.882335, 1.130307, 3.037578], [2.916471, 0.111989, 3.230249], [0.689910, 0.901961, 2.394897], [-2.408137, 1.449798, 3.100239], [-1.683066, 1.093922, 4.678527], [-1.574612, -0.133379, 3.457191], [-0.137511, 3.385510, 4.402006], [2.522556, 2.598660, 4.526635], [3.528304, 0.407505, 4.127646], [3.597376, 0.067233, 2.365969], [2.464202, -0.890893, 3.454344]],
  "atomic_forces_ev_per_a": [[0.068, -0.159, 0.196], [-0.022, 0.263, -0.037], [0.321, 1.103, 1.657], [2.129, 0.130, -0.532], [-0.445, -0.390, 0.410], [-0.570, 0.023, -0.704], [-0.504, 0.103, 0.335], [-0.332, -0.072, 0.059], [0.119, -0.223, 0.212], [0.081, -0.203, 0.073], [0.140, 0.178, -0.070], [0.121, 0.264, 0.173], [-0.147, 0.342, -0.064], [-0.389, 0.188, -0.033], [-0.056, -0.030, -0.293], [0.066, -0.019, -0.395], [-1.680, 1.213, 0.206], [0.298, -0.649, 0.279], [0.275, 0.276, 0.044], [-0.141, -0.165, 0.253], [0.559, -0.117, 0.263], [0.055, 0.284, 0.162], [0.432, -0.256, -0.842], [-0.137, -0.137, 0.119], [0.241, -0.209, -0.073], [0.433, -0.009, -0.165], [-0.142, 0.045, -0.395], [-0.004, -0.061, -0.396], [-0.112, 0.204, -0.024], [-0.618, -4.833, 4.579], [0.449, 3.536, -3.797], [-0.632, 0.727, -0.097], [1.837, 1.832, 0.015], [-1.511, -1.096, -0.706], [1.749, -1.800, -1.955], [-0.309, 2.633, 1.853], [1.438, -0.411, 0.219], [-1.903, -2.054, -0.282], [-0.597, -0.573, 0.356], [-0.013, 0.048, -0.404], [-0.007, 0.069, -0.198], [-0.116, -0.062, 0.587], [-0.403, 0.161, 0.047], [-0.532, -0.367, -0.974], [0.078, -0.513, 0.571], [0.435, 0.788, -0.232]],
  "total_charge": 2,
  "orbital_gap_ev": 5.23,
  "e_homo_ev": -13.0,
  "largest_force_ev_per_a": 6.7
}


{
  "formula": "C13H26I2NO7PS5",
  "method": "ωB97M-V/def2-TZVPD",
  "species": ["C", "C", "I", "C", "C", "C", "N", "C", "S", "I", "C", "S", "C", "C", "C", "C", "S", "O", "O", "O", "C", "S", "P", "C", "O", "O", "S", "O", "O", "H", "H", "H", "H", "H", "H", "H", "H", "H", "H", "H", "H", "H", "H", "H", "H", "H", "H", "H", "H", "H", "H", "H", "H", "H", "H"],
  "coordinates": [[5.291088, -2.180372, -0.568230], [4.389939, -0.984936, -0.207628], [4.833892, -0.405179, 1.788722], [2.945514, -1.366876, -0.636452], [1.697848, -0.739499, 0.010047], [1.784687, 0.785397, 0.317855], [2.735735, 1.579271, -0.444160], [0.460782, -0.921956, -0.943374], [0.729196, 0.168858, -2.394318], [0.551238, -2.974540, -1.838165], [-1.000440, -0.821261, -0.332554], [-2.033155, -1.588605, -1.703721], [-1.645652, 0.582449, -0.190071], [-2.029793, 1.436290, -1.420247], [-1.381454, 2.840845, -1.314116], [-2.156065, 3.713827, -0.315217], [-1.290814, 4.001448, 1.233939], [-1.277174, 5.396390, 1.507622], [-0.020313, 3.378241, 1.249379], [-2.199021, 3.293318, 2.340154], [-1.160699, -1.590288, 1.024417], [-1.488035, -0.460061, 2.446656], [-2.600311, -2.823193, 1.296144], [-4.167350, -1.961886, 0.833615], [-2.411925, -4.088091, 0.255716], [-0.041161, -2.423606, 1.386941], [1.397141, -1.727805, 1.537706], [1.515996, -0.902479, 2.683895], [2.314980, -2.807989, 1.600799], [4.867824, -2.777389, -1.368848], [6.308993, -1.865059, -0.758590], [5.338406, -2.815406, 0.311257], [4.721956, -0.185933, -0.851203], [2.905829, -2.440276, -0.599013], [2.919898, -1.145216, -1.699049], [0.817358, 1.241409, 0.147375], [1.985294, 0.972434, 1.363777], [3.615907, 1.666943, 0.047917], [2.961847, 1.193802, -1.350759], [0.213876, -0.568928, -3.383434], [-3.180551, -0.882563, -1.577743], [-1.114340, 1.228345, 0.498256], [-2.594383, 0.400712, 0.300134], [-1.769716, 1.053269, -2.394607], [-3.098602, 1.629603, -1.446338], [-0.355698, 2.721280, -0.985798], [-1.403942, 3.339905, -2.273348], [-3.135342, 3.322751, -0.061481], [-2.334492, 4.697060, -0.730032], [-3.083074, 3.701002, 2.318012], [-1.739192, -1.396615, 3.374294], [-4.920993, -2.502938, 1.398132], [-4.435726, -2.062239, -0.212243], [-4.183305, -0.943329, 1.199257], [-3.052511, -3.990332, -0.471282]],
  "atomic_forces_ev_per_a": [[-0.196, 0.013, 1.114], [0.026, -0.714, -1.121], [-0.022, 0.238, 0.062], [0.821, 0.542, 0.420], [-0.850, -0.233, -0.464], [0.239, 0.540, 0.026], [0.446, -0.113, -0.126], [-0.137, -1.114, -0.555], [0.265, 0.567, 0.207], [0.596, -0.380, 0.239], [-0.346, 0.264, -0.876], [-0.737, -0.101, -0.041], [-0.537, 0.305, -0.397], [0.719, 1.183, -0.168], [-0.764, -0.675, 0.410], [0.322, 0.078, 0.027], [0.364, 1.152, 0.122], [-0.770, 0.781, -0.027], [0.304, -1.326, -0.003], [-0.231, -0.334, -0.358], [-0.795, -0.108, 0.467], [-0.301, 0.666, -0.114], [0.525, -0.529, 1.383], [0.217, -0.720, -0.143], [-0.975, 0.726, -0.285], [0.329, 0.600, -0.885], [1.560, -0.414, 1.135], [-1.169, 1.231, 0.355], [0.045, -1.264, -1.016], [0.128, 0.111, -0.389], [0.142, 0.061, -0.303], [-0.019, -0.391, -0.018], [-0.007, 0.599, 0.266], [-0.318, -0.238, 0.405], [-0.091, 0.239, -0.195], [-0.297, -0.179, 0.039], [0.039, -0.245, 0.261], [-0.070, 0.008, 0.141], [-0.262, 0.054, -0.103], [-0.122, -0.193, 0.242], [0.349, 0.218, 0.267], [0.397, -0.136, 0.203], [-0.071, -0.253, 0.288], [0.107, -0.498, 0.056], [-0.320, -0.353, 0.052], [0.271, 0.241, -0.155], [0.106, 0.064, -0.242], [-0.123, -0.283, 0.005], [0.150, 0.340, 0.121], [0.278, -0.017, 0.227], [0.196, -0.279, -0.249], [-0.151, -0.088, 0.154], [0.013, 0.294, -0.201], [0.117, 0.233, -0.131], [0.606, -0.172, -0.130]],
  "orbital_gap_ev": 8.29,
  "e_homo_ev": -8.8,
  "largest_force_ev_per_a": 2.0
}